# C74H198N8O42

A cluster of 21 separate species, C74H198N8O42 in total (the ωB97M-V functional and the def2-TZVPD basis, the OMol25 dataset).

Computed properties:
LUMO ... 0.00297 hartree
Highest occupied orbital energy ... -7.77 eV
HOMO-LUMO gap ... 0.2886 Ha

```
! wB97M-V def2-TZVPD RIJCOSX def2/J DEFGRID3
* xyz 0 1
C -18.117 -16.908 -5.678
C -18.546 -16.966 -7.199
O -19.883 -16.918 -7.451
O -17.809 -15.574 -5.221
H -17.199 -17.479 -5.534
H -18.870 -17.401 -5.064
H -18.100 -17.844 -7.668
H -18.077 -16.112 -7.687
H -20.311 -16.358 -6.799
H -18.638 -15.160 -4.971
C -16.996 -21.074 -5.773
C -18.333 -20.509 -5.257
O -18.111 -19.885 -3.958
O -17.218 -21.900 -6.942
H -16.581 -21.660 -4.953
H -16.272 -20.286 -5.980
H -18.960 -21.369 -5.024
H -18.780 -19.814 -5.967
H -18.959 -19.811 -3.514
H -16.412 -22.387 -7.127
C -8.836 -20.040 -11.888
C -8.600 -19.381 -13.291
O -8.389 -17.948 -13.168
O -7.606 -20.039 -11.129
H -9.139 -21.084 -11.970
H -9.560 -19.432 -11.346
H -9.340 -19.570 -14.070
H -7.684 -19.835 -13.668
H -7.660 -17.741 -13.758
H -7.455 -19.148 -10.806
C -15.677 -19.779 -13.251
C -15.790 -18.711 -14.384
O -16.044 -17.343 -13.956
O -14.758 -19.367 -12.290
H -15.216 -20.681 -13.652
H -16.650 -19.953 -12.793
H -16.603 -19.048 -15.027
H -14.851 -18.660 -14.936
H -15.220 -17.019 -13.586
H -15.251 -18.672 -11.850
C -16.319 -13.479 -7.512
C -16.806 -12.266 -6.667
O -18.033 -12.578 -5.993
O -15.727 -14.535 -6.647
H -15.638 -13.235 -8.327
H -17.081 -14.044 -8.049
H -17.118 -11.461 -7.333
H -16.072 -11.888 -5.955
H -18.151 -11.993 -5.240
H -16.423 -14.906 -6.099
C -20.537 -19.843 -10.248
C -19.434 -20.751 -9.725
O -19.163 -20.469 -8.355
O -20.118 -18.476 -10.167
H -21.459 -19.925 -9.673
H -20.793 -20.033 -11.291
H -18.559 -20.516 -10.331
H -19.613 -21.820 -9.837
H -18.440 -21.045 -8.095
H -20.186 -18.097 -9.288
C -9.173 -24.237 -16.017
C -9.542 -23.050 -15.022
O -8.380 -22.300 -14.769
O -8.239 -25.179 -15.621
H -8.842 -23.792 -16.956
H -10.094 -24.786 -16.215
H -9.910 -23.411 -14.061
H -10.166 -22.322 -15.541
H -8.348 -21.570 -15.391
H -8.561 -25.425 -14.750
C -16.578 -22.345 -17.525
C -16.032 -21.457 -16.411
O -14.870 -22.080 -15.937
O -16.901 -23.587 -16.981
H -15.797 -22.515 -18.266
H -17.471 -21.915 -17.977
H -16.750 -21.497 -15.593
H -15.865 -20.416 -16.690
H -15.041 -22.938 -15.541
H -16.086 -23.990 -16.672
C -7.113 -19.468 -6.338
C -6.572 -20.736 -5.621
O -7.567 -21.667 -5.455
O -7.129 -19.527 -7.779
H -6.562 -18.585 -6.014
H -8.107 -19.180 -5.995
H -6.214 -20.379 -4.656
H -5.782 -21.188 -6.222
H -7.951 -21.861 -6.313
H -7.807 -20.188 -7.938
C -7.170 -16.337 -9.403
C -8.732 -16.244 -9.408
O -9.281 -16.105 -10.757
O -6.716 -17.651 -9.766
H -6.689 -16.096 -8.455
H -6.702 -15.602 -10.058
H -9.116 -15.469 -8.744
H -9.058 -17.217 -9.039
H -8.965 -16.778 -11.364
H -6.654 -18.248 -9.018
C -8.251 -22.733 -9.063
C -6.687 -22.772 -9.165
O -6.124 -23.549 -8.085
O -8.730 -21.913 -7.989
H -8.541 -23.748 -8.793
H -8.813 -22.582 -9.985
H -6.203 -21.799 -9.249
H -6.426 -23.298 -10.083
H -5.183 -23.377 -8.007
H -9.631 -21.601 -8.107
C -14.154 -19.763 -1.909
C -15.539 -19.505 -2.377
O -15.623 -18.695 -3.466
O -14.093 -20.712 -0.910
H -13.783 -18.848 -1.447
H -13.493 -20.012 -2.739
H -16.053 -18.985 -1.569
H -16.174 -20.376 -2.533
H -16.524 -18.821 -3.771
H -14.208 -21.558 -1.348
C -13.176 -24.602 -16.771
C -13.962 -25.469 -15.867
O -15.121 -24.794 -15.390
O -12.586 -23.512 -16.055
H -13.858 -24.190 -17.515
H -12.396 -25.174 -17.274
H -13.439 -25.860 -14.994
H -14.317 -26.430 -16.239
H -15.575 -25.446 -14.852
H -13.163 -22.758 -16.201
C -12.704 -23.344 -11.499
O -12.661 -22.456 -10.374
C -11.711 -21.398 -10.552
C -11.830 -20.336 -9.499
N -11.259 -20.689 -8.185
C -11.314 -19.505 -7.223
C -12.621 -18.953 -6.639
O -13.373 -18.271 -7.630
C -14.453 -17.443 -7.153
H -12.556 -22.991 -12.520
H -13.591 -23.969 -11.605
H -11.922 -24.078 -11.303
H -11.776 -20.923 -11.531
H -10.709 -21.787 -10.371
H -12.909 -20.187 -9.450
H -11.530 -19.352 -9.860
H -11.894 -21.445 -7.971
H -10.774 -18.642 -7.613
H -10.761 -19.828 -6.341
H -12.364 -18.331 -5.781
H -13.200 -19.800 -6.271
H -14.919 -16.931 -7.995
H -14.052 -16.578 -6.625
H -15.149 -18.054 -6.578
C -11.188 -12.086 -14.910
O -11.232 -11.180 -13.827
C -10.523 -11.558 -12.634
C -11.005 -12.900 -12.035
N -10.216 -13.400 -10.915
C -10.399 -12.746 -9.611
C -11.745 -13.091 -9.028
O -11.683 -12.931 -7.625
C -12.798 -13.220 -6.824
H -11.587 -11.549 -15.771
H -11.880 -12.899 -14.691
H -10.141 -12.341 -15.070
H -10.534 -10.758 -11.894
H -9.444 -11.670 -12.742
H -11.050 -13.694 -12.781
H -12.052 -12.805 -11.750
H -9.903 -14.356 -11.011
H -10.316 -11.675 -9.798
H -9.652 -12.945 -8.842
H -12.128 -14.079 -9.286
H -12.457 -12.373 -9.436
H -13.139 -14.252 -6.731
H -13.581 -12.485 -7.012
H -12.553 -13.080 -5.772
C -11.928 -27.195 -9.715
O -11.776 -26.489 -10.933
C -11.556 -27.269 -12.070
C -11.242 -26.310 -13.263
N -9.796 -26.073 -13.343
C -9.196 -25.441 -12.216
C -7.708 -25.308 -12.599
O -7.080 -26.578 -12.841
C -5.684 -26.417 -12.999
H -12.318 -26.502 -8.970
H -11.027 -27.678 -9.337
H -12.703 -27.960 -9.767
H -12.361 -27.964 -12.311
H -10.620 -27.767 -11.818
H -11.809 -25.380 -13.237
H -11.569 -26.750 -14.205
H -9.379 -26.983 -13.480
H -9.434 -25.986 -11.303
H -9.622 -24.458 -12.015
H -7.262 -24.838 -11.722
H -7.676 -24.604 -13.431
H -5.489 -26.025 -13.997
H -5.205 -27.396 -13.029
H -5.117 -25.857 -12.256
C -11.566 -23.955 -6.630
O -12.611 -22.929 -6.635
C -13.848 -23.422 -6.058
C -14.567 -24.284 -7.154
N -15.115 -23.377 -8.219
C -15.907 -24.135 -9.195
C -16.534 -23.235 -10.219
O -17.417 -24.092 -11.007
C -18.139 -23.431 -11.996
H -11.427 -24.341 -5.620
H -10.704 -23.444 -7.059
H -11.778 -24.814 -7.267
H -14.483 -22.580 -5.782
H -13.714 -24.101 -5.215
H -15.368 -24.810 -6.634
H -13.906 -24.972 -7.680
H -14.357 -22.964 -8.743
H -16.727 -24.664 -8.708
H -15.209 -24.918 -9.491
H -15.746 -22.850 -10.868
H -17.112 -22.396 -9.831
H -17.352 -23.039 -12.641
H -18.784 -22.620 -11.659
H -18.675 -24.196 -12.557
C -16.758 -17.259 -10.298
O -15.321 -17.380 -10.592
C -14.694 -16.103 -10.833
C -13.301 -16.479 -11.272
N -13.180 -16.933 -12.660
C -11.784 -17.174 -13.032
C -11.659 -17.930 -14.325
O -12.155 -19.216 -14.096
C -11.969 -20.164 -15.135
H -16.946 -16.463 -9.577
H -16.976 -18.228 -9.849
H -17.283 -17.099 -11.240
H -14.768 -15.391 -10.011
H -15.173 -15.560 -11.648
H -12.920 -17.227 -10.577
H -12.563 -15.682 -11.177
H -13.543 -17.875 -12.691
H -11.306 -17.870 -12.343
H -11.274 -16.214 -13.113
H -10.659 -17.921 -14.759
H -12.373 -17.466 -15.006
H -10.898 -20.343 -15.222
H -12.442 -19.805 -16.050
H -12.445 -21.111 -14.882
C -18.149 -29.375 -11.449
O -16.918 -28.819 -11.844
C -16.954 -27.392 -11.668
C -15.945 -26.647 -12.610
N -16.146 -26.974 -14.018
C -17.422 -26.643 -14.606
C -17.424 -27.065 -16.071
O -17.459 -28.499 -16.040
C -17.247 -29.014 -17.367
H -18.276 -30.421 -11.730
H -19.023 -29.039 -12.008
H -18.330 -29.375 -10.375
H -16.809 -27.131 -10.619
H -17.963 -27.062 -11.915
H -14.902 -26.758 -12.315
H -16.123 -25.573 -12.555
H -16.184 -27.980 -14.098
H -17.575 -25.564 -14.612
H -18.336 -26.980 -14.116
H -16.551 -26.675 -16.593
H -18.326 -26.757 -16.600
H -16.191 -28.903 -17.612
H -17.798 -28.529 -18.173
H -17.540 -30.060 -17.450
C -8.552 -19.200 -2.007
O -9.304 -18.137 -1.407
C -10.702 -18.315 -1.390
C -11.458 -17.001 -1.141
N -11.319 -16.032 -2.249
C -12.262 -16.318 -3.335
C -11.710 -15.746 -4.662
O -10.453 -16.341 -4.902
C -9.876 -16.013 -6.138
H -8.637 -20.181 -1.539
H -7.488 -19.022 -1.846
H -8.673 -19.300 -3.085
H -11.063 -19.071 -0.692
H -10.985 -18.725 -2.360
H -11.035 -16.487 -0.278
H -12.506 -17.125 -0.868
H -10.434 -16.314 -2.647
H -13.186 -15.767 -3.159
H -12.711 -17.307 -3.425
H -11.626 -14.665 -4.552
H -12.362 -15.926 -5.517
H -10.458 -16.440 -6.954
H -8.882 -16.458 -6.184
H -9.751 -14.944 -6.315
C -11.357 -21.516 -3.796
O -11.254 -21.359 -2.380
C -10.866 -22.673 -1.805
C -10.631 -22.523 -0.308
N -11.846 -22.591 0.438
C -11.650 -22.232 1.797
C -10.742 -23.218 2.648
O -9.398 -22.808 2.550
C -8.540 -23.527 3.400
H -11.650 -20.600 -4.309
H -12.066 -22.286 -4.098
H -10.414 -21.798 -4.264
H -9.868 -22.923 -2.166
H -11.427 -23.583 -2.018
H -10.047 -21.627 -0.099
H -10.010 -23.393 -0.092
H -12.298 -21.772 0.058
H -12.601 -22.094 2.312
H -11.120 -21.282 1.857
H -10.814 -24.226 2.238
H -11.063 -23.234 3.690
H -8.901 -23.440 4.425
H -7.524 -23.133 3.365
H -8.473 -24.540 3.002
*
```